{"formula": "C30H70N10O10", "method": "ωB97M-V with the def2-TZVPD basis set", "e_above_lowest_kcal_mol": 425.2, "charge": 0, "lumo_ev": 0.04, "gap_ev": 8.53, "elements": ["C", "N", "C", "C", "O", "H", "H", "H", "H", "H", "H", "H", "C", "N", "C", "C", "O", "H", "H", "H", "H", "H", "H", "H", "C", "N", "C", "C", "O", "H", "H", "H", "H", "H", "H", "H", "C", "N", "C", "C", "O", "H", "H", "H", "H", "H", "H", "H", "C", "N", "C", "C", "O", "H", "H", "H", "H", "H", "H", "H", "C", "N", "C", "C", "O", "H", "H", "H", "H", "H", "H", "H", "C", "N", "C", "C", "O", "H", "H", "H", "H", "H", "H", "H", "C", "N", "C", "C", "O", "H", "H", "H", "H", "H", "H", "H", "C", "N", "C", "C", "O", "H", "H", "H", "H", "H", "H", "H", "C", "N", "C", "C", "O", "H", "H", "H", "H", "H", "H", "H"], "positions_angstrom": [[6.89430, 35.89196, 42.97342], [7.89185, 35.31326, 43.85498], [7.61879, 35.36977, 45.28044], [9.05718, 34.82831, 43.36306], [10.06038, 34.28018, 43.92817], [6.06608, 35.36780, 42.83264], [7.17959, 35.72552, 41.83482], [6.79411, 36.88639, 43.07159], [6.61885, 35.58489, 45.48954], [8.26116, 35.96019, 45.91268], [7.74843, 34.31714, 45.75876], [9.10668, 34.89409, 42.18368], [13.47179, 34.52998, 42.23355], [14.74565, 35.01994, 42.74430], [15.93956, 34.23453, 42.59761], [14.69527, 36.34040, 43.22256], [15.72141, 36.85152, 43.83764], [13.86774, 34.00191, 41.30642], [12.70602, 35.28354, 42.14665], [12.86178, 33.84087, 42.96661], [16.57607, 34.72656, 41.79970], [15.78144, 33.13710, 42.36001], [16.53128, 34.30851, 43.42617], [13.84831, 37.03330, 42.92645], [12.71515, 36.15091, 36.86198], [12.46049, 36.33280, 38.32550], [13.32696, 37.24910, 39.07475], [11.40530, 35.58251, 38.86710], [11.21347, 35.60665, 40.05861], [12.43991, 37.12800, 36.34478], [12.18876, 35.49643, 36.42823], [13.81689, 35.83948, 36.73106], [12.76507, 37.75307, 39.68932], [13.95723, 37.85425, 38.49707], [14.06464, 36.85903, 39.83233], [10.76782, 35.05803, 38.20989], [16.95300, 37.57359, 39.25243], [17.07603, 38.85984, 40.07841], [16.78616, 40.03780, 39.38796], [17.40929, 38.72389, 41.46443], [17.46425, 39.72624, 42.17863], [16.46413, 37.46973, 38.25665], [16.66307, 36.86779, 40.00349], [17.94670, 37.18354, 38.96999], [17.56621, 40.13441, 38.56132], [17.15423, 41.13009, 39.90013], [15.73575, 40.09269, 39.14516], [17.44153, 37.79623, 41.93130], [19.45617, 35.51727, 41.46927], [20.31519, 36.70689, 41.72041], [20.21367, 37.32667, 42.99462], [21.16987, 37.19039, 40.76796], [21.94561, 38.15283, 41.06478], [19.09564, 35.17423, 42.42628], [20.10426, 34.63757, 41.10211], [18.70886, 35.75185, 40.67513], [21.18408, 37.08933, 43.37102], [19.24694, 37.04913, 43.51457], [20.05987, 38.54028, 42.86797], [21.16178, 36.77046, 39.71554], [18.37098, 29.71135, 44.10547], [18.65592, 30.91906, 43.53688], [18.19056, 32.09568, 44.25771], [19.39034, 31.09271, 42.45028], [19.42798, 32.21488, 41.92646], [17.89246, 28.84024, 43.39472], [17.93380, 29.57877, 45.00015], [19.46185, 29.31296, 44.36167], [17.79048, 31.85347, 45.21098], [17.24735, 32.32239, 43.63546], [18.88775, 33.04686, 44.33357], [19.86828, 30.22029, 42.04952], [15.17198, 31.07062, 39.51078], [15.62746, 32.47953, 39.34323], [14.56762, 33.37609, 38.80318], [16.86066, 32.78119, 39.58897], [17.17248, 33.91465, 39.51575], [15.95554, 30.42590, 39.51372], [14.49306, 30.61091, 38.74386], [14.62586, 30.86674, 40.47367], [14.65478, 33.12804, 37.66697], [14.67832, 34.45602, 39.15056], [13.46452, 33.18959, 39.04181], [17.55748, 32.00589, 40.00159], [11.04096, 38.16765, 44.24034], [11.82642, 37.66510, 45.35518], [13.14247, 38.33953, 45.54397], [11.36243, 36.52815, 45.93304], [11.73867, 36.18410, 46.99644], [10.05767, 37.77458, 44.09189], [11.59122, 37.97002, 43.30000], [11.08090, 39.31129, 44.20158], [13.93322, 37.61406, 45.89015], [13.18567, 39.13563, 46.40161], [13.55542, 38.67225, 44.65647], [10.41172, 36.05330, 45.53644], [14.70103, 34.36419, 46.03260], [14.78866, 33.84113, 47.45043], [15.44138, 32.62359, 47.72144], [14.14012, 34.56535, 48.44652], [14.11577, 34.02742, 49.54152], [14.07488, 35.23448, 45.89143], [14.43928, 33.53402, 45.44365], [15.61255, 34.76458, 45.72699], [15.80779, 32.71652, 48.60995], [16.27282, 32.44646, 46.99250], [14.77644, 31.65411, 47.77047], [13.54251, 35.50571, 47.90183], [10.89555, 31.80128, 42.52311], [10.26082, 30.61125, 41.77330], [9.58474, 29.66018, 42.71423], [10.41115, 30.35781, 40.45179], [10.02984, 29.47527, 39.79283], [10.29109, 31.90393, 43.51457], [10.83817, 32.55479, 41.77313], [11.86055, 31.50763, 42.72062], [9.54313, 28.52689, 42.37232], [8.51437, 29.92053, 42.85381], [10.13982, 29.66787, 43.71985], [10.93997, 31.13718, 39.95322]]}


{"formula": "C24H30N4O2", "method": "ωB97M-V with the def2-TZVPD basis set", "e_above_lowest_kcal_mol": 110.5, "charge": 0, "lumo_ev": -0.92, "gap_ev": 7.10, "elements": ["C", "O", "C", "O", "C", "C", "C", "C", "N", "C", "C", "C", "C", "C", "C", "H", "H", "H", "H", "H", "H", "H", "H", "H", "H", "H", "H", "H", "H", "H", "H", "H", "H", "H", "C", "N", "C", "C", "C", "C", "C", "C", "C", "C", "N", "C", "N", "C", "C", "H", "H", "H", "H", "H", "H", "H", "H", "H", "H", "H"], "positions_angstrom": [[-2.25552, -0.02462, -3.69243], [-1.14069, -0.83399, -4.06465], [-0.40078, -1.15961, -2.98993], [-0.68042, -0.78763, -1.86122], [0.74649, -2.04575, -3.37767], [0.26003, -3.41196, -3.89684], [1.20997, -4.44090, -3.29042], [2.22057, -3.65263, -2.44400], [1.59629, -2.33897, -2.24849], [2.33151, -1.30015, -1.67738], [1.84638, -0.43310, -0.72100], [2.55275, 0.81490, -0.36711], [4.06413, 0.79012, -0.63144], [4.31300, 0.25676, -2.03190], [3.74337, -1.14044, -2.22296], [-2.72260, 0.23565, -4.63415], [-2.93531, -0.59809, -3.06122], [-1.91987, 0.86368, -3.15677], [1.30313, -1.52839, -4.18671], [-0.77629, -3.59098, -3.57601], [0.28384, -3.37685, -4.99113], [0.65445, -5.13464, -2.65156], [1.71651, -5.01463, -4.07187], [2.44791, -4.14910, -1.49047], [3.16500, -3.58170, -3.01355], [0.84382, -0.55237, -0.32259], [2.10128, 1.68580, -0.88588], [2.38044, 0.97229, 0.69168], [4.46138, 1.80653, -0.51925], [4.56964, 0.16265, 0.11722], [3.81531, 0.92171, -2.74727], [5.38392, 0.23656, -2.24853], [4.39882, -1.87311, -1.72544], [3.74810, -1.39014, -3.29473], [-5.59160, 1.17382, 2.71722], [-4.61030, 1.84915, 3.54041], [-5.09769, 3.02977, 4.22990], [-3.25105, 1.61470, 3.32095], [-2.45400, 2.55515, 2.63497], [-1.14862, 2.23708, 2.29749], [-0.55616, 1.01178, 2.67610], [0.82785, 0.68863, 2.32453], [1.82040, 1.57578, 2.70905], [3.20128, 1.23575, 2.86961], [4.33482, 0.98106, 3.02756], [1.53187, 2.92555, 3.08411], [1.34256, 4.03929, 3.40325], [-1.32473, 0.14102, 3.48911], [-2.65467, 0.40722, 3.77121], [-5.11008, 0.33046, 2.20851], [-6.41608, 0.80504, 3.34109], [-6.01018, 1.85824, 1.95890], [-4.30569, 3.42926, 4.87562], [-5.42932, 3.81244, 3.52756], [-5.96053, 2.74842, 4.85349], [-2.87860, 3.53110, 2.37896], [-0.57043, 2.95793, 1.72088], [1.06853, -0.33587, 2.00268], [-0.83351, -0.73298, 3.91886], [-3.25060, -0.25673, 4.40366]]}


{"formula": "C13H32IO2P2SiTl", "method": "ωB97M-V with the def2-TZVPD basis set", "charge": 2, "lumo_ev": [-8.18, -8.18], "gap_ev": [5.60, 5.60], "elements": ["C", "C", "H", "H", "H", "O", "I", "Tl", "P", "C", "C", "H", "H", "H", "H", "H", "H", "C", "H", "H", "H", "P", "C", "C", "H", "H", "H", "C", "H", "H", "H", "H", "H", "H", "C", "O", "C", "Si", "C", "C", "C", "H", "H", "H", "H", "H", "H", "H", "H", "H", "H", "H"], "positions_angstrom": [[0.00111, 0.18547, -6.13607], [0.00536, 0.68847, -4.76135], [0.00714, 0.99041, -6.89320], [-0.91669, -0.42297, -6.27616], [0.90963, -0.43654, -6.27656], [0.01492, 1.66722, -4.09367], [-0.01816, -1.58671, -3.51091], [-0.00274, -0.20871, -0.98294], [2.64248, 0.12129, -0.43442], [3.33349, 1.52019, 0.49440], [3.73837, -1.17883, 0.23751], [4.74363, -0.92043, -0.11499], [4.44331, 0.10940, -2.00845], [3.45060, -2.16591, -0.13727], [2.88285, -0.28150, -2.82313], [3.14690, 1.41045, 1.56850], [3.71244, -1.18522, 1.33235], [3.37787, 0.36662, -2.08743], [4.42148, 1.51397, 0.31510], [3.25655, 1.41040, -2.39805], [2.91697, 2.47332, 0.15496], [-2.64065, 0.17052, -0.43043], [-3.30568, 1.58299, 0.49659], [-3.37257, 0.42685, -2.08333], [-3.49086, -2.10114, -0.13085], [-4.76005, -0.83123, -0.10779], [-3.73254, -1.11471, 1.33861], [-3.75954, -1.10860, 0.24380], [-2.89013, -0.23121, -2.81860], [-4.44244, 0.18920, -2.00286], [-4.39344, 1.59674, 0.31658], [-2.87120, 2.52776, 0.15621], [-3.23255, 1.46794, -2.39521], [-3.12163, 1.47076, 1.57091], [0.02192, 2.25802, 0.11912], [0.03292, 3.10996, 0.88804], [-1.50476, 0.22381, 3.22186], [-0.00702, -0.87201, 2.86460], [1.51043, 0.19663, 3.22092], [-0.01924, -2.24622, 4.17311], [-0.01371, -1.51415, 1.09591], [-1.65384, 0.29084, 4.31068], [-2.42884, -0.18544, 2.79596], [-1.34382, 1.24814, 2.85699], [1.66315, 0.25856, 4.30952], [2.42623, -0.22793, 2.79219], [1.36655, 1.22441, 2.85863], [-0.91668, -2.87425, 4.08354], [0.86549, -2.89179, 4.08204], [-0.01442, -1.81625, 5.18728], [-0.90480, -2.14166, 0.90955], [0.86619, -2.15691, 0.90819]]}


{"formula": "C6H10N", "method": "ωB97M-V with the def2-TZVPD basis set", "e_above_lowest_kcal_mol": 80.4, "charge": 1, "lumo_ev": -4.92, "gap_ev": 10.83, "elements": ["C", "C", "C", "N", "C", "C", "C", "H", "H", "H", "H", "H", "H", "H", "H", "H", "H"], "positions_angstrom": [[2.65692, 0.04303, 0.07561], [1.90057, -1.18454, 0.59292], [0.12470, -1.29095, -0.06922], [-0.88495, -2.11089, -0.26558], [-1.11444, -0.78925, -0.41776], [-2.18028, 0.09613, -0.45784], [-1.88504, 1.63775, -0.05030], [3.18786, -0.13244, -0.95384], [3.48192, 0.13524, 0.68894], [2.11982, 0.98855, 0.04958], [1.51477, -1.11686, 1.61508], [2.27308, -2.19649, 0.18158], [-2.78107, 0.16912, -1.37825], [-3.00333, -0.16265, 0.15323], [-0.86236, 1.85280, -0.27084], [-2.04168, 1.69622, 1.03788], [-2.50648, 2.36524, -0.53118]]}


Number 1: electronic energy -2484.594579 Ha. Number 2: electronic energy -1301.924025 Ha. Number 3: electronic energy -2106.779480 Ha. Number 4: electronic energy -288.954785 Ha.